Here is a 2-piece molecular cluster, C4H11NO2 overall from the Open Molecules 2025 dataset. Energies are from the ωB97M-V functional and the def2-TZVPD basis.

ΔE to the lowest compared entry with this formula, charge and spin   11.60 kcal/mol
Orbital gap   10.329 eV
Total energy   -9911.7387 eV
SMILES   CCNC(C)=O.O
Strongest force on any atom   2.02 eV/A

```
! RIJCOSX wB97M-V def2-TZVPD def2/J DEFGRID3
* xyz 0 1
C -1.4291 -1.9473 -1.3380
C -0.1097 -1.1974 -1.4054
N -0.2874 0.2479 -1.4947
C -0.6011 0.9881 -0.3901
C -0.7532 2.4706 -0.6627
O -0.9186 0.4643 0.6580
H -1.2883 -2.9529 -0.9405
H -2.0198 -2.0067 -2.2494
H -2.0371 -1.4727 -0.5626
H 0.5096 -1.3962 -0.5380
H 0.4721 -1.4972 -2.2800
H -0.5408 0.6184 -2.4039
H 0.2020 2.7877 -1.0643
H -1.5653 2.6493 -1.3601
H -0.8592 2.9729 0.2944
O 3.9846 -0.2731 5.5450
H 3.0879 -0.6391 5.4768
H 4.1535 0.1834 4.7154
*
```